Entry 1:
Below is a structure of composition C11H31ClIOP2Sc in a non-equilibrium geometry, with properties calculated with wB97M-V/def2-TZVPD.

Last column: Löwdin charge in e.
Cartesian coordinates (Å):
1 C -0.270 -3.003 -0.688  -0.3170
2 I 0.278 -1.607 -2.553  1.0008
3 H -0.500 -2.587 0.316  -0.0522
4 H 0.598 -3.668 -0.641  0.0158
5 H -1.128 -3.549 -1.092  0.0239
6 Sc -0.039 -0.470 -0.148  0.1341
7 P 2.219 -1.373 0.915  0.6933
8 C 3.651 -1.560 -0.200  -0.2559
9 C 2.919 -0.430 2.323  -0.2332
10 H 3.903 -0.834 2.604  0.0725
11 H 3.101 -3.311 2.064  0.0734
12 H 2.231 -0.486 3.177  0.0527
13 H 1.344 -3.115 2.393  0.0467
14 H 3.795 -0.636 -0.774  0.0445
15 H 3.026 0.631 2.059  0.0422
16 C 2.125 -3.065 1.625  -0.2473
17 H 4.550 -1.779 0.395  0.0687
18 H 1.879 -3.811 0.857  0.0361
19 H 3.455 -2.376 -0.909  0.0497
20 P -2.659 -0.483 -0.384  0.6836
21 C -3.380 -0.270 -2.043  -0.2618
22 C -3.372 -2.104 0.079  -0.2489
23 H -3.495 0.440 1.699  0.0540
24 H -4.694 0.609 0.362  0.0718
25 H -3.282 1.713 0.487  0.0407
26 C -3.631 0.682 0.637  -0.2289
27 H -3.108 -2.351 1.115  0.0447
28 H -4.464 -2.033 -0.025  0.0748
29 H -4.468 -0.150 -1.938  0.0686
30 H -3.145 -1.149 -2.657  0.0440
31 H -2.989 -2.904 -0.569  0.0351
32 H -2.941 0.615 -2.518  0.0453
33 Cl -0.700 -0.979 2.092  0.1329
34 C 2.127 3.148 -1.371  -0.0543
35 C 1.763 2.247 -0.206  -0.1842
36 O 0.387 1.664 -0.398  -0.3495
37 C -0.603 2.741 -0.817  -0.1845
38 C -0.888 3.733 0.285  -0.0425
39 H 1.912 2.655 -2.325  0.1001
40 H 3.184 3.429 -1.367  0.1062
41 H 1.591 4.098 -1.314  0.0864
42 H 2.473 1.410 -0.117  0.0898
43 H 1.757 2.787 0.753  0.1342
44 H -0.154 3.239 -1.679  0.1079
45 H -1.492 2.213 -1.178  0.0969
46 H 0.020 4.287 0.549  0.0872
47 H -1.600 4.489 -0.064  0.1085
48 H -1.287 3.254 1.188  0.0932

Calculated values
- net charge = +2



Entry 2:
Below is a structure of composition C13H30BCsNO2 in a non-equilibrium geometry, with properties calculated with wB97M-V/def2-TZVPD.

Last column: Löwdin charge in e.
Cartesian coordinates (Å):
1 Cs 9.135 4.722 -14.667  1.0586
2 B 10.084 5.417 -17.981  -0.5296
3 H 11.214 5.480 -17.530  -0.0702
4 H 10.132 5.224 -19.179  -0.0842
5 H 9.509 4.494 -17.452  -0.1586
6 H 9.445 6.435 -17.756  -0.0781
7 C 11.216 4.262 -10.440  -0.0322
8 C 12.260 3.340 -11.179  -0.5334
9 C 12.624 2.170 -10.272  -0.1609
10 C 11.584 1.059 -10.136  -0.1859
11 C 11.185 0.649 -11.549  -0.1636
12 C 10.789 1.797 -12.470  -0.5316
13 N 11.799 2.840 -12.445  -0.2316
14 O 11.748 3.811 -13.443  -0.3868
15 C 9.390 2.304 -12.050  -0.0749
16 C 10.670 1.184 -13.876  -0.0420
17 C 13.516 4.192 -11.357  -0.0566
18 H 10.572 4.712 -11.194  0.0577
19 H 11.695 5.039 -9.838  0.0645
20 H 10.608 3.682 -9.740  0.0590
21 H 13.107 2.520 -9.354  0.1147
22 H 13.452 1.643 -10.773  0.1164
23 H 10.714 1.236 -9.502  0.0967
24 H 12.167 0.252 -9.678  0.1015
25 H 10.335 -0.051 -11.499  0.1157
26 H 11.944 0.000 -11.998  0.1150
27 H 9.253 3.356 -12.293  -0.0243
28 H 9.317 2.385 -10.959  0.0615
29 H 8.561 1.670 -12.374  0.0782
30 H 11.612 0.696 -14.124  0.0849
31 H 10.324 1.878 -14.637  0.0417
32 H 9.944 0.364 -13.804  0.0759
33 H 14.335 3.617 -11.792  0.0829
34 H 13.821 4.588 -10.382  0.0708
35 H 13.289 5.063 -11.969  0.0668
36 C 11.778 9.089 -14.895  -0.1619
37 C 10.609 9.744 -14.152  -0.1668
38 C 9.479 8.761 -14.486  -0.1965
39 O 10.099 7.492 -14.716  -0.3159
40 C 11.520 7.626 -14.622  -0.2035
41 H 12.729 9.438 -14.491  0.1118
42 H 11.731 9.300 -15.963  0.1208
43 H 10.394 10.728 -14.572  0.1042
44 H 10.766 9.851 -13.079  0.1076
45 H 9.048 9.095 -15.436  0.1209
46 H 8.713 8.632 -13.722  0.1139
47 H 12.005 6.946 -15.323  0.1246
48 H 11.884 7.336 -13.629  0.1227

Calculated values
- net charge = -1



Entry 3:
Below is a cluster of 8 separate species, C22H41Cl2FO21 in total in a non-equilibrium geometry, with properties calculated with wB97M-V/def2-TZVPD.

Last column: Löwdin charge in e.
Cartesian coordinates (Å):
1 O 6.023 0.043 6.386  0.1309
2 C 4.919 -0.355 6.010  -0.6187
3 O 4.670 -0.911 4.873  0.1120
4 C 3.358 -1.385 4.803  -0.0561
5 C 2.724 -0.541 5.870  -0.2814
6 F 1.842 -1.292 6.534  0.0761
7 O 3.853 -0.329 6.756  0.1692
8 H 2.826 -1.307 3.855  0.1449
9 H 3.286 -2.435 5.088  0.1474
10 H 2.155 0.353 5.618  0.1748
11 C 0.812 -6.261 2.589  -0.0302
12 O 1.529 -6.994 3.575  0.0260
13 C 2.730 -7.368 3.280  -0.5279
14 O 3.309 -7.286 2.195  0.0955
15 O 3.338 -7.761 4.510  -0.0364
16 C 4.684 -8.087 4.460  -0.0923
17 H 0.994 -6.665 1.593  0.0953
18 H 0.981 -5.185 2.548  0.0978
19 H -0.244 -6.425 2.806  0.0960
20 H 5.265 -7.286 4.917  0.0923
21 H 4.999 -8.262 3.431  0.0914
22 H 4.824 -8.941 5.122  0.0927
23 C -5.193 -3.603 3.230  -0.0613
24 O -5.841 -4.710 2.616  -0.0390
25 C -6.188 -4.621 1.252  -0.5370
26 O -5.796 -3.789 0.457  0.1104
27 O -6.877 -5.714 0.943  -0.0143
28 C -7.397 -5.934 -0.390  -0.0144
29 H -5.427 -3.467 4.286  0.0964
30 H -5.265 -2.713 2.604  0.0858
31 H -4.136 -3.795 3.043  0.0888
32 H -8.046 -5.095 -0.643  0.0979
33 H -7.914 -6.893 -0.404  0.0944
34 H -6.568 -5.984 -1.095  0.0927
35 C 3.378 5.231 -3.378  -0.0336
36 O 3.908 3.872 -3.457  -0.0182
37 C 3.126 2.833 -3.918  -0.5257
38 O 1.946 2.856 -4.223  0.1017
39 O 3.887 1.706 -3.974  -0.0276
40 C 3.418 0.482 -4.537  -0.0341
41 H 4.160 5.990 -3.405  0.0884
42 H 2.787 5.403 -2.478  0.0886
43 H 2.719 5.518 -4.198  0.0880
44 H 2.512 0.772 -5.068  0.0886
45 H 3.192 -0.286 -3.798  0.0915
46 H 4.178 0.069 -5.202  0.0927
47 C -4.385 11.564 -1.418  -0.0508
48 O -4.289 10.182 -1.792  -0.0424
49 C -3.139 9.436 -1.447  -0.4587
50 O -2.162 9.856 -0.788  0.0685
51 O -3.174 8.217 -2.052  -0.0296
52 C -2.140 7.270 -1.862  -0.0421
53 H -4.798 11.776 -0.432  0.0916
54 H -4.954 12.123 -2.161  0.0915
55 H -3.344 11.886 -1.434  0.0855
56 H -1.214 7.759 -1.560  0.0906
57 H -2.042 6.706 -2.790  0.0982
58 H -2.504 6.657 -1.038  0.0975
59 C -0.712 -3.391 -8.389  -0.0356
60 O -1.201 -4.027 -7.193  0.0012
61 C -1.766 -3.332 -6.200  -0.6093
62 O -1.977 -2.126 -6.168  0.1017
63 O -2.052 -4.238 -5.303  -0.0021
64 C -2.747 -3.860 -4.122  -0.0158
65 H -1.151 -3.955 -9.211  0.0860
66 H 0.357 -3.557 -8.523  0.0895
67 H -0.990 -2.362 -8.619  0.0939
68 H -2.446 -2.830 -3.932  0.0909
69 H -2.321 -4.516 -3.363  0.0978
70 H -3.817 -3.981 -4.291  0.1023
71 C 4.752 3.353 1.614  -0.0464
72 O 3.313 3.380 1.599  -0.0439
73 C 2.598 3.451 2.817  -0.5341
74 O 3.024 3.549 3.933  0.1357
75 O 1.302 3.562 2.473  -0.0338
76 C 0.275 3.825 3.409  -0.0372
77 H 5.150 3.977 2.414  0.0911
78 H 5.210 3.612 0.660  0.0907
79 H 5.054 2.331 1.843  0.0891
80 H 0.287 4.896 3.609  0.0986
81 H 0.355 3.229 4.319  0.0970
82 H -0.619 3.685 2.802  0.0937
83 Cl -2.375 0.791 0.510  0.4741
84 C -0.963 0.589 -0.577  -1.0420
85 Cl 0.032 -0.810 -0.332  0.5244
86 H -1.512 0.384 -1.496  0.0092
87 H -0.353 1.492 -0.587  0.0333

Calculated values
- net charge = 0
- SMILES = O=C1OC[C@@H](F)O1.COC(=O)OC.COC(=O)OC.COC(=O)OC.COC(=O)OC.COC(=O)OC.COC(=O)OC.ClCCl
- energy above the lowest of the compared OMol25 structures with the same formula, charge and spin (eV) = 3.676



Number 1: HOMO-LUMO gap 7.38 eV. Number 2: HOMO-LUMO gap 4.27 eV. Number 3: HOMO-LUMO gap 10.78 eV.